Record 1
{
  "formula": "C40H50Br2N6O3PtS2SbSi3",
  "method": "the ωB97M-V functional and the def2-TZVPD basis",
  "symbols": ["Pt", "Sb", "Br", "Br", "S", "S", "Si", "Si", "Si", "O", "O", "O", "N", "N", "N", "N", "N", "N", "C", "C", "C", "C", "C", "C", "C", "C", "C", "C", "C", "C", "C", "C", "C", "C", "C", "C", "C", "C", "C", "C", "C", "C", "C", "C", "C", "C", "C", "C", "C", "C", "C", "C", "C", "C", "C", "C", "C", "C", "H", "H", "H", "H", "H", "H", "H", "H", "H", "H", "H", "H", "H", "H", "H", "H", "H", "H", "H", "H", "H", "H", "H", "H", "H", "H", "H", "H", "H", "H", "H", "H", "H", "H", "H", "H", "H", "H", "H", "H", "H", "H", "H", "H", "H", "H", "H", "H", "H", "H"],
  "positions_angstrom": [[0.051, 0.050, -0.046], [2.222, 2.372, 1.096], [-1.976, -7.021, -2.445], [1.598, -3.001, -4.101], [-4.134, 0.316, -1.970], [-4.854, 0.289, 1.165], [-0.109, 1.058, 3.019], [5.085, 1.603, -0.070], [2.918, 1.887, -2.363], [0.526, -1.579, -1.590], [-5.712, 1.096, 0.318], [-4.845, 0.563, 2.578], [-3.347, 0.250, 0.673], [-1.438, -2.400, 0.107], [-6.646, -5.370, 0.530], [-1.763, 0.142, -1.027], [-1.580, 2.791, -0.081], [1.954, -0.588, 0.426], [-4.895, -2.377, 1.794], [-1.228, -5.298, -2.155], [1.122, -0.283, 3.527], [-5.430, -1.383, 0.983], [-0.731, 2.856, 0.945], [6.395, 1.158, -1.360], [-2.820, 0.154, -3.077], [0.303, -3.569, -2.836], [-6.376, -1.717, 0.030], [0.203, 2.421, 4.302], [1.121, 2.304, -2.657], [-0.688, 4.014, 1.737], [-0.011, -2.716, -1.774], [3.242, 1.298, -0.566], [3.878, -1.123, -0.847], [-1.661, -4.500, -1.067], [-2.392, -2.753, 0.929], [-5.293, -3.690, 1.644], [-3.036, -4.002, 0.846], [-1.571, 5.048, 1.496], [-0.276, -4.830, -3.013], [3.801, -2.445, -0.480], [2.985, -0.166, -0.348], [2.840, -2.821, 0.448], [-6.776, -3.036, -0.128], [3.444, 0.550, -3.567], [-6.230, -4.038, 0.668], [-1.830, 0.411, 3.300], [-1.060, -3.231, -0.887], [-3.025, 0.243, -0.616], [3.927, 3.418, -2.806], [-2.492, 4.933, 0.467], [-2.666, -4.867, -0.145], [-2.440, 3.781, -0.297], [-1.659, 0.088, -2.406], [1.941, -1.868, 0.852], [0.176, 1.663, 1.213], [5.433, 3.412, 0.318], [1.953, 4.262, 0.111], [5.498, 0.620, 1.478], [-1.818, -0.352, 4.086], [4.493, -3.168, -0.896], [6.353, 0.142, -1.750], [5.360, -0.454, 1.347], [4.878, 3.777, 1.182], [-2.960, 0.126, -4.144], [4.640, -0.800, -1.537], [7.363, 1.267, -0.859], [0.294, 1.934, 5.279], [0.043, -5.432, -3.853], [0.915, 3.369, -2.553], [0.542, 1.780, -1.892], [2.115, -0.173, 3.087], [-2.527, 1.192, 3.608], [-2.244, -0.024, 2.390], [-4.874, -4.462, 2.281], [3.191, 0.896, -4.574], [2.903, -0.382, -3.399], [1.184, 4.230, -0.659], [2.738, -3.836, 0.805], [5.240, 4.079, -0.522], [6.545, 0.795, 1.741], [2.904, 4.567, -0.321], [-6.991, -5.593, -0.390], [-1.541, 5.937, 2.116], [5.007, 3.303, -2.726], [-6.796, -0.938, -0.592], [-3.220, 5.706, 0.263], [-2.676, -2.029, 1.688], [4.881, 0.940, 2.320], [-0.625, 3.127, 4.371], [6.499, 3.483, 0.558], [-7.512, -3.290, -0.882], [-5.956, -6.042, 0.829], [1.664, 4.999, 0.858], [1.128, 2.979, 4.135], [-3.143, -5.833, -0.244], [0.036, 4.111, 2.531], [1.235, -0.227, 4.613], [-4.164, -2.111, 2.548], [3.630, 4.302, -2.242], [6.397, 1.836, -2.214], [0.750, -1.282, 3.297], [0.781, 1.982, -3.642], [-3.130, 3.628, -1.123], [1.123, -2.123, 1.504], [4.518, 0.350, -3.546], [-0.684, -0.029, -2.844], [3.701, 3.622, -3.859], [-3.813, -4.261, 1.553]],
  "spin_multiplicity": 1,
  "total_charge": -1,
  "homo_lumo_gap_ev": 7.04,
  "relative_energy_ev": 1.864
}

Record 2
{
  "formula": "C4H6N2O",
  "method": "the ωB97M-V functional and the def2-TZVPD basis",
  "symbols": ["O", "N", "N", "C", "C", "C", "C", "H", "H", "H", "H", "H", "H"],
  "positions_angstrom": [[-0.574, -1.583, -0.069], [-1.087, -1.785, 2.449], [-0.204, -0.720, -1.029], [0.543, 1.409, -1.797], [0.244, 0.406, -0.783], [-0.167, -1.462, 1.287], [-0.835, -0.590, 2.232], [0.342, 0.731, 0.304], [1.507, 1.755, -1.567], [0.825, -1.994, 1.434], [0.536, 1.042, -2.914], [-1.079, 0.398, 2.257], [-0.050, 2.394, -1.803]],
  "smiles": "C/C=N/O[C@H]1C=N1",
  "spin_multiplicity": 1,
  "total_charge": 0,
  "homo_lumo_gap_ev": 10.38,
  "relative_energy_ev": 5.910
}

Which formula does entry 1 have?
C40H50Br2N6O3PtS2SbSi3